{
  "formula": "C2H3N3S2",
  "method": "the ωB97M-V functional and the def2-TZVPD basis",
  "e_homo_ev": [-9.13, -8.00],
  "homo_lumo_gap_ev": [8.354, 5.796],
  "max_force_ev_per_a": 3.63,
  "relative_energy_kj_mol": 428.4,
  "symbols": ["S", "S", "N", "N", "N", "C", "C", "H", "H", "H"],
  "positions_angstrom": [[1.785, -0.983, 0.698], [2.038, 0.831, -0.427], [-1.391, -0.890, -1.161], [-0.430, -1.299, -0.457], [0.599, 1.416, -0.236], [0.089, -0.646, 0.521], [-0.189, 0.802, 0.794], [-1.548, -1.480, -1.968], [0.307, 1.047, 1.684], [-1.260, 1.202, 0.551]],
  "forces_ev_per_angstrom": [[0.61, 0.27, -0.21], [0.97, -0.45, 0.15], [0.15, 1.99, 0.22], [-0.78, -2.92, -2.00], [0.22, 1.07, -0.44], [-0.28, 1.06, 1.04], [-2.40, 0.50, -2.23], [-0.18, -1.04, 0.32], [-0.13, 0.70, 1.89], [1.82, -1.16, 1.27]]
}